The following is a quantum chemistry calculation of the ion C4H11N2S with charge -1, from the Open Molecules 2025 dataset.

Cartesian coordinates (Å):
C1 0.7565 1.3896 -1.4662
C2 0.6082 0.4535 -0.2664
C3 1.7979 -0.4867 -0.1139
S1 3.2870 0.3641 0.5030
N1 -0.6669 -0.3229 -0.3472
C4 -1.3460 -0.3852 0.9441
N2 -2.0800 -1.6345 1.1560
H1 -0.2093 1.7970 -1.7620
H2 1.4324 2.2050 -1.1946
H3 1.2577 0.8948 -2.3021
H4 0.5538 1.1011 0.6128
H5 1.4839 -1.2596 0.5802
H6 1.9952 -0.8913 -1.1117
H7 -1.2427 0.2141 -0.9918
H8 -2.0052 0.4872 1.0914
H9 -0.5757 -0.3383 1.7102
H10 -3.0417 -1.6268 0.8507
H11 -2.0049 -1.9611 2.1075

Energy relative to the best compared isomer or geometry (same formula, charge and spin) in kJ/mol: 89.03
SMILES: C[C@H](C[S-])NCN
Charge: -1
E_HOMO in eV: -2.232
Lowest unoccupied orbital energy in eV: 3.5061



The following is a quantum chemistry calculation of a structure of composition C37H42N4P2Pd, from the Open Molecules 2025 dataset.

Cartesian coordinates (Å):
Pd1 1.8182 -2.5222 -0.9016
C1 3.7379 -2.4069 -0.1052
C2 3.3859 -1.1808 -0.6799
C3 3.8770 -0.7361 -2.0248
C4 3.5492 -1.7403 -3.1516
C5 2.4029 -2.6730 -2.8638
C6 2.4559 -3.9268 -2.2205
C7 3.6560 -4.5261 -1.5551
C8 4.5290 -3.4929 -0.7987
C9 -0.1048 -1.8171 -0.9158
H1 3.6913 -2.4533 0.9837
H2 3.0456 -0.3819 -0.0287
H3 4.9637 -0.5994 -2.0006
H4 3.4618 0.2499 -2.2735
H5 3.2518 -1.1479 -4.0364
H6 4.4600 -2.2904 -3.3918
H7 1.5320 -2.4727 -3.4899
H8 1.6142 -4.6046 -2.3734
H9 4.2742 -5.0842 -2.2701
H10 3.2809 -5.2527 -0.8081
H11 5.0538 -4.0370 -0.0031
H12 5.2898 -3.0908 -1.4782
H13 -0.7763 -2.4880 -0.3212
H14 -0.4166 -1.8163 -1.9817
H15 -0.1973 -0.7965 -0.5498
P1 -0.8229 1.6492 -1.7010
P2 -0.0734 0.4729 1.9955
N1 0.0530 1.3520 -3.2148
N2 -1.6577 3.1251 -2.3887
N3 1.2509 -0.7592 2.7048
N4 -0.5169 1.6079 3.2984
C10 0.5840 2.1414 -0.6659
C11 0.6626 1.7427 0.8700
C12 -0.6662 0.4790 -4.0603
C13 -0.3108 0.7595 -5.3739
C14 0.7188 1.7755 -5.3567
C15 0.9211 2.1140 -4.0218
C16 -3.0196 2.9281 -2.7000
C17 -3.4723 4.0116 -3.4388
C18 -2.3733 4.9175 -3.5993
C19 -1.2714 4.3390 -2.9655
C20 1.2869 -2.0973 2.3075
C21 1.9069 -2.8865 3.2761
C22 2.4546 -1.9748 4.2418
C23 2.0138 -0.6937 3.8826
C24 -0.6206 1.0523 4.5878
C25 -1.6930 1.6126 5.2324
C26 -2.2582 2.6132 4.3684
C27 -1.5232 2.6015 3.1963
H16 0.6276 3.2523 -0.7184
H17 1.4745 1.7323 -1.1859
H18 1.7544 1.5815 1.0201
H19 0.3942 2.6666 1.4145
H20 -1.3677 -0.2204 -3.6249
H21 -0.7399 0.3108 -6.2541
H22 1.2087 2.2204 -6.2215
H23 1.6168 2.7994 -3.5561
H24 -3.5160 2.0301 -2.3616
H25 -4.4901 4.1193 -3.8027
H26 -2.4147 5.8805 -4.1071
H27 -0.2618 4.7121 -2.8577
H28 0.8911 -2.3936 1.3238
H29 1.9277 -3.9827 3.3096
H30 3.0889 -2.2527 5.0800
H31 2.2569 0.2679 4.3459
H32 0.0608 0.2761 4.9093
H33 -2.0491 1.3344 6.2090
H34 -3.1128 3.2393 4.6029
H35 -1.6566 3.2061 2.3099
C28 -5.0076 1.7116 1.8161
C29 -4.0976 1.7036 0.7416
C30 -2.9990 0.8675 0.7843
C31 -2.7910 0.0288 1.8796
C32 -1.5079 -0.6415 2.0381
C33 -1.5832 -1.9052 2.6507
C34 -2.6459 -2.1966 3.5183
C35 -3.7149 -1.3163 3.6635
C36 -3.8351 -0.1748 2.8238
C37 -4.9363 0.7231 2.7928
H36 -5.8437 2.4094 1.8122
H37 -4.2424 2.3696 -0.1141
H38 -2.2731 0.8096 -0.0367
H39 -0.7977 -2.6728 2.5447
H40 -2.5634 -3.0902 4.1474
H41 -4.5070 -1.5647 4.3629
H42 -5.7561 0.5640 3.5045

⟨S²⟩: 6.034
Energy relative to the best compared isomer or geometry (same formula, charge and spin) in kJ/mol: 34.41
Spin multiplicity: 5
Charge: +2
E_HOMO (alpha / beta) in eV: -11.307 / -12.333
Lowest unoccupied orbital energy (alpha / beta) in eV: -5.8488 / -8.3621



The following is a quantum chemistry calculation of a cluster of 10 separate species, C22H58O24S3 in total, from the Open Molecules 2025 dataset.

Cartesian coordinates (Å):
C1 3.7405 0.8129 -32.0352
C2 3.1678 0.8331 -30.6389
C3 2.1681 2.0122 -30.6674
S1 1.5644 2.2184 -32.4274
O1 2.0343 3.5245 -32.9416
O2 0.2033 1.7921 -32.6321
C4 2.5705 0.8674 -33.0642
H1 4.2360 -0.1491 -32.1666
H2 4.4264 1.6350 -32.2395
H3 3.9649 1.0879 -29.9404
H4 2.7393 -0.0848 -30.2367
H5 2.6925 2.9446 -30.4583
H6 1.2861 1.9749 -30.0281
H7 2.7661 1.0912 -34.1129
H8 2.0441 -0.0859 -33.1116
C5 -1.8499 3.9367 -32.6632
C6 -1.3125 4.2628 -31.3278
O3 -2.1578 5.0922 -30.6940
S2 -3.2561 5.8541 -31.7144
O4 -3.1426 7.2739 -31.7268
O5 -4.6252 5.3158 -31.4261
O6 -2.5303 5.2102 -33.0056
H9 -2.5646 3.1227 -32.7845
H10 -1.0383 3.7750 -33.3727
H11 -0.3950 4.8160 -31.5288
H12 -1.1258 3.2723 -30.9128
C7 4.1686 5.5682 -34.5028
C8 3.3648 6.8227 -34.3005
O7 3.8113 7.7864 -35.2269
S3 5.4905 7.6660 -35.2026
O8 5.9786 8.4228 -34.0319
O9 6.1264 7.9049 -36.5465
O10 5.4640 6.0238 -34.8157
H13 3.6961 5.1221 -35.3779
H14 4.1487 4.7527 -33.7799
H15 3.5160 7.3292 -33.3472
H16 2.2869 6.9330 -34.4193
C9 7.7780 2.4412 -31.3063
C10 8.2433 3.6583 -30.5639
O11 7.3304 4.0849 -29.4835
O12 7.5351 1.2788 -30.4822
H17 8.5645 2.1741 -32.0122
H18 6.9460 2.7103 -31.9570
H19 8.6046 4.3947 -31.2817
H20 9.0926 3.3623 -29.9481
H21 7.1388 3.2588 -29.0335
H22 7.9563 0.5292 -30.9091
C11 0.0190 -0.1617 -35.5725
C12 -0.0188 1.3218 -36.0580
O13 -0.4178 1.2068 -37.3829
O14 1.3066 -0.9394 -35.7761
H23 -0.8017 -0.7480 -35.9858
H24 -0.1691 -0.1475 -34.4990
H25 0.9394 1.8400 -36.0199
H26 -0.8242 1.8968 -35.6012
H27 -1.2411 1.6856 -37.5029
H28 1.1708 -1.7536 -35.2859
C13 0.6110 0.8288 -27.0476
C14 -0.3858 -0.3037 -27.7126
O15 -1.4692 0.3965 -28.2656
O16 1.7832 0.1709 -26.5847
H29 0.1270 1.2153 -26.1507
H30 1.0824 1.5548 -27.7102
H31 -0.8546 -1.0658 -27.0900
H32 0.1807 -0.8285 -28.4818
H33 -2.3233 0.1374 -27.9118
H34 1.6452 -0.6562 -26.1174
C15 3.7121 6.9116 -30.1197
C16 2.9597 5.7095 -30.6556
O17 1.5620 6.0569 -30.7210
O18 3.3582 8.0315 -30.9136
H35 4.7949 6.7895 -30.1468
H36 3.3423 7.1057 -29.1129
H37 3.1319 5.0264 -29.8238
H38 3.3149 5.2515 -31.5787
H39 1.3540 6.9566 -30.4584
H40 4.0623 8.6623 -30.7466
C17 3.1309 -3.6940 -30.2007
C18 1.9907 -4.0625 -31.1342
O19 1.6143 -3.0439 -31.9268
O20 4.3277 -3.4777 -30.9527
H41 3.1258 -4.3573 -29.3358
H42 2.7640 -2.7383 -29.8265
H43 1.0999 -4.4702 -30.6564
H44 2.3639 -4.8264 -31.8163
H45 2.4965 -2.6720 -31.9973
H46 4.9008 -2.9445 -30.3970
C19 2.9891 3.2342 -26.6260
C20 3.9749 4.4343 -26.7899
O21 3.2429 5.6542 -27.0243
O22 3.6557 1.9941 -26.2817
H47 2.4241 3.0258 -27.5345
H48 2.3565 3.4244 -25.7589
H49 4.7137 4.2741 -27.5752
H50 4.6310 4.5741 -25.9308
H51 3.5068 6.2905 -26.3556
H52 3.0854 1.2551 -26.5059
C21 5.0110 -1.4712 -27.7070
C22 5.4884 -1.3488 -26.2694
O23 5.5951 -0.0081 -25.8796
O24 4.8915 -2.8994 -28.0857
H53 5.7939 -1.0309 -28.3246
H54 4.0840 -0.9299 -27.8960
H55 6.4396 -1.8646 -26.1376
H56 4.8778 -1.8849 -25.5428
H57 4.8240 0.3806 -25.4602
H58 4.2474 -3.2719 -27.4791

Energy relative to the best compared isomer or geometry (same formula, charge and spin) in kJ/mol: 527.25
SMILES: O=S1(=O)CCCC1.O=S1(=O)OCCO1.O=S1(=O)OCCO1.OCCO.OCCO.OCCO.OCCO.OCCO.OCCO.OCCO
E_HOMO in eV: -10.164
Lowest unoccupied orbital energy in eV: -0.3350



The following is a quantum chemistry calculation of a structure of composition C40H46Cl2MgNO3PS3, from the Open Molecules 2025 dataset.

Cartesian coordinates (Å):
Mg1 0.2700 0.5642 -1.2559
Cl1 -1.4167 2.8147 -5.1630
C1 -0.1871 3.3217 -4.0582
C2 0.5641 4.4611 -4.3578
C3 1.5473 4.8971 -3.5086
Cl2 2.4683 6.3128 -3.9185
C4 1.8088 4.2157 -2.3038
C5 2.7963 4.5794 -1.3643
C6 2.9472 3.8451 -0.2184
C7 2.1219 2.7327 -0.0047
N1 1.2007 2.3598 -0.8633
C8 1.0284 3.0697 -2.0047
C9 0.0105 2.5731 -2.8948
O1 -0.6500 1.5107 -2.5874
H1 0.3624 4.9941 -5.2764
H2 3.4244 5.4355 -1.5690
H3 3.7004 4.1002 0.5141
H4 2.2225 2.1283 0.8885
O2 1.6869 -0.5006 -1.3730
C10 2.0760 -1.2023 -2.5111
C11 2.1974 -2.6806 -2.1638
C12 2.2102 -3.7871 -2.9563
C13 2.2812 -4.9952 -2.2099
C14 2.3092 -4.7745 -0.8687
S1 2.2388 -3.0965 -0.4986
C15 1.0272 -1.0556 -3.6099
C16 1.1387 -0.6077 -4.8875
C17 -0.1018 -0.6238 -5.5900
C18 -1.1258 -1.0781 -4.8270
S2 -0.6005 -1.5144 -3.2522
C19 3.4185 -0.6918 -3.0168
C20 4.4773 -1.3559 -3.5515
C21 5.5590 -0.4942 -3.8944
C22 5.2965 0.8060 -3.6073
S3 3.7453 0.9957 -2.8932
H5 2.1658 -3.7421 -4.0363
H6 2.2975 -5.9785 -2.6593
H7 2.3628 -5.5040 -0.0754
H8 2.0718 -0.2777 -5.3227
H9 -0.2142 -0.2919 -6.6118
H10 -2.1611 -1.1980 -5.1038
H11 4.4860 -2.4253 -3.7075
H12 6.4878 -0.8406 -4.3254
H13 5.9271 1.6686 -3.7556
O3 -0.8475 -0.1840 0.0297
P1 -1.4369 -0.0033 1.4035
C23 -0.0613 0.4585 2.5408
C24 1.0807 -0.5626 2.4138
C25 2.3473 -0.1256 3.1803
C26 2.0453 0.9294 4.2499
C27 0.7393 0.5825 4.9580
C28 -0.4574 0.7325 4.0023
C29 -2.4050 -1.5414 1.7925
C30 -1.8737 -2.7801 1.0470
C31 -0.8763 -3.6242 1.8385
C32 -1.3752 -3.9297 3.2483
C33 -1.6837 -2.6358 3.9960
C34 -2.7501 -1.8290 3.2597
C35 -2.5033 1.5098 1.3370
C36 -3.2170 1.6751 -0.0162
C37 -4.5250 0.8920 -0.1109
C38 -5.4544 1.2430 1.0498
C39 -4.7732 0.9871 2.3937
C40 -3.4645 1.7730 2.5028
H14 0.2721 1.3972 2.0808
H15 1.3133 -0.7189 1.3578
H16 0.7397 -1.5176 2.8126
H17 3.1071 0.2446 2.4903
H18 2.7775 -1.0022 3.6683
H19 1.9608 1.9255 3.8024
H20 2.8677 0.9703 4.9656
H21 0.5862 1.2264 5.8252
H22 0.8055 -0.4438 5.3318
H23 -0.8427 1.7515 4.0782
H24 -1.2576 0.0644 4.3257
H25 -3.3387 -1.2654 1.2960
H26 -1.4181 -2.4697 0.1065
H27 -2.7367 -3.4056 0.7991
H28 0.0850 -3.1097 1.8899
H29 -0.7043 -4.5517 1.2893
H30 -0.6245 -4.5065 3.7928
H31 -2.2816 -4.5418 3.1937
H32 -0.7665 -2.0476 4.0967
H33 -2.0412 -2.8566 5.0041
H34 -2.9607 -0.9015 3.7987
H35 -3.6756 -2.4139 3.2683
H36 -1.7125 2.2713 1.3669
H37 -2.5487 1.4030 -0.8322
H38 -3.4482 2.7388 -0.1314
H39 -4.3215 -0.1820 -0.1152
H40 -5.0120 1.1209 -1.0605
H41 -6.3807 0.6682 0.9840
H42 -5.7218 2.3027 0.9835
H43 -4.5831 -0.0831 2.5105
H44 -5.4331 1.2867 3.2107
H45 -2.9807 1.5691 3.4611
H46 -3.7092 2.8398 2.4876

E_HOMO in eV: -7.305
Lowest unoccupied orbital energy in eV: 0.0432



The following is a quantum chemistry calculation of the molecule C6H9N3O2S, from the Open Molecules 2025 dataset.

Cartesian coordinates (Å):
C1 -0.9678 1.2684 -0.4234
C2 -0.0263 0.7258 -1.2186
C3 0.6658 -0.3369 -0.7374
C4 0.4243 -0.9347 0.4541
C5 -0.6474 -0.4632 1.2163
C6 -1.4405 0.5001 0.7263
H1 -0.3043 2.7427 -2.8499
H2 -1.7457 1.7314 -3.0097
H3 -2.5217 2.4694 -0.5549
H4 0.1982 0.8912 -2.2116
H5 1.3247 -0.9972 -1.3903
H6 -1.1597 -0.9237 2.0438
H7 -2.5652 0.4097 1.1949
H8 3.1479 -0.9963 1.7204
H9 1.9274 -1.3504 3.0806
N1 -1.3413 2.4948 -2.2681
N2 -1.5382 2.4368 -0.9077
N3 2.4450 -1.6129 2.1432
O1 0.5448 -3.1087 1.8874
O2 2.2092 -2.7231 -0.0043
S1 1.3708 -2.2233 1.1088

Energy relative to the best compared isomer or geometry (same formula, charge and spin) in kJ/mol: 490.06
SMILES: NNc1ccc(S(N)(=O)=O)cc1
E_HOMO in eV: -8.909
Lowest unoccupied orbital energy in eV: 0.4220



The following is a quantum chemistry calculation of a cluster of 2 separate species, C31H65N2O in total, from the Open Molecules 2025 dataset.

Cartesian coordinates (Å):
C1 8.1010 -2.9459 1.5218
C2 7.0714 -1.8102 1.0681
C3 7.7790 -0.3985 0.8143
C4 8.8945 -0.4672 -0.3105
C5 8.4335 0.0263 -1.7582
C6 6.8694 -0.0502 -2.0367
C7 6.2715 1.4214 -1.9441
C8 4.9548 1.5942 -2.8500
C9 4.3723 3.0494 -2.5403
C10 2.8693 2.9088 -2.0300
C11 1.7997 3.6741 -2.9363
C12 1.7241 3.1234 -4.4217
C13 0.6821 1.9460 -4.6398
C14 -0.7743 2.2482 -4.0616
C15 -1.3017 1.1304 -3.0463
C16 -1.7938 1.7514 -1.6379
C17 -0.7207 1.2509 -0.5490
C18 -0.8742 -0.2745 -0.1572
N1 -2.1111 -0.6267 0.6256
C19 -1.6634 -1.6152 1.7035
C20 -3.1774 -1.3355 -0.1729
C21 -2.7239 -2.7666 -0.7289
C22 -3.2812 -2.9237 -2.2126
C23 -2.2329 -3.5854 -3.2192
C24 -1.9021 -5.0976 -2.8946
C25 -2.7426 0.5099 1.3585
O1 -3.6375 0.0369 2.3868
C26 -4.0571 1.1558 3.2189
C27 -5.6285 1.0675 3.5277
H1 7.4880 -3.8922 1.6403
H2 8.8845 -3.1675 0.7477
H3 8.6011 -2.6929 2.4967
H4 6.5398 -2.2146 0.1608
H5 6.3148 -1.6746 1.8981
H6 8.3233 -0.1683 1.7876
H7 7.0286 0.4314 0.6770
H8 9.7204 0.2434 0.0177
H9 9.3827 -1.4731 -0.4173
H10 8.8588 1.0616 -1.9254
H11 8.9409 -0.6559 -2.5126
H12 6.3197 -0.8156 -1.4264
H13 6.7539 -0.3633 -3.1237
H14 6.1083 1.7707 -0.8866
H15 7.0447 2.1015 -2.4275
H16 5.2708 1.5708 -3.9408
H17 4.2507 0.7523 -2.6037
H18 4.9471 3.5637 -1.7172
H19 4.3930 3.6934 -3.4747
H20 2.5168 1.8399 -1.9508
H21 2.7976 3.3504 -0.9856
H22 0.8203 3.6545 -2.3802
H23 2.1174 4.7626 -3.0106
H24 1.5726 3.9541 -5.1764
H25 2.7491 2.6916 -4.6545
H26 1.1155 0.9659 -4.2639
H27 0.5882 1.8094 -5.7649
H28 -0.8740 3.2910 -3.6468
H29 -1.4788 2.2018 -4.9534
H30 -0.4330 0.4148 -2.8711
H31 -2.1142 0.4840 -3.5088
H32 -1.7594 2.8808 -1.7146
H33 -2.8359 1.3855 -1.4292
H34 -0.6421 1.9520 0.3366
H35 0.2832 1.3378 -1.0768
H36 -0.7646 -0.8746 -1.1117
H37 0.0234 -0.5488 0.4743
H38 -2.5116 -2.2218 2.1112
H39 -1.1368 -0.9893 2.4865
H40 -0.8869 -2.3349 1.3041
H41 -4.1195 -1.5206 0.4310
H42 -3.4926 -0.6322 -1.0027
H43 -1.5964 -2.8776 -0.7390
H44 -3.1177 -3.6191 -0.1012
H45 -3.5701 -1.9325 -2.6912
H46 -4.2453 -3.5151 -2.1466
H47 -2.7284 -3.5268 -4.2410
H48 -1.3215 -2.9155 -3.2599
H49 -1.1850 -5.1932 -2.0333
H50 -1.4042 -5.5562 -3.8008
H51 -2.8524 -5.6758 -2.7174
H52 -1.9942 1.1741 1.8931
H53 -3.3928 1.0887 0.6356
H54 -3.7886 2.1592 2.7880
H55 -3.5505 1.0156 4.2271
H56 -6.1644 1.9440 3.0514
H57 -6.0700 0.1082 3.1301
H58 -5.8526 1.1208 4.6285
C28 -9.8567 -0.0290 8.0934
C29 -9.2587 -0.7757 6.9059
C30 -7.7362 -0.6379 6.8210
C31 -7.3605 0.7998 6.6646
N2 -7.0729 1.9180 6.5432
H59 -9.6810 1.0467 8.0223
H60 -10.9372 -0.1789 8.1306
H61 -9.4315 -0.3856 9.0354
H62 -9.7156 -0.4026 5.9850
H63 -9.5154 -1.8352 6.9855
H64 -7.3540 -1.1989 5.9650
H65 -7.2636 -1.0330 7.7232

Charge: +1
E_HOMO in eV: -11.644
Lowest unoccupied orbital energy in eV: -2.1169